[1]
C10H40N18O10 | ωB97M-V with the def2-TZVPD basis set

Geometry as XYZ:
```
78
Properties=species:S:1:pos:R:3:forces:R:3
C -0.1730 1.3604 0.6893 -0.7 1.5 1.9
O -0.4683 1.2091 2.1046 1.1 -0.7 -0.6
H 0.1016 2.4152 0.6770 0.2 -0.1 -0.9
H 0.6565 0.7527 0.3277 -0.2 -0.3 0.1
H -1.1354 1.2421 0.1915 0.4 -0.3 -0.5
H -1.3657 0.8710 2.1488 -0.7 0.0 0.0
C -1.5138 0.5607 -3.5804 1.1 -0.4 -0.8
O -0.7823 0.7112 -2.6351 1.5 0.0 3.2
N -1.2281 -0.2068 -4.5786 1.3 -3.3 -3.3
N -2.6229 1.1878 -3.7642 -3.3 2.7 0.7
H -0.3839 -0.7612 -4.5844 -0.1 0.4 0.0
H -1.5846 0.0434 -5.4899 0.2 -0.3 0.2
H -2.5991 2.0862 -3.3032 -1.0 0.2 -0.2
H -3.2761 0.9205 -4.4867 0.2 0.5 0.2
C 4.3887 1.2062 0.1597 -3.9 -0.6 -0.7
O 3.6792 2.1134 0.5137 -1.2 1.7 0.5
N 5.6530 1.1644 0.2852 5.6 0.9 1.0
N 3.9117 0.0690 -0.3614 0.0 -1.9 -1.1
H 6.0538 1.9800 0.7259 0.4 -0.3 -0.2
H 6.2335 0.4655 -0.1560 0.0 0.5 0.3
H 4.6679 -0.5719 -0.5548 -1.0 -0.6 -0.4
H 2.9791 -0.0840 -0.7178 0.3 0.3 0.1
C 1.7222 -2.4533 -2.8122 -2.0 1.8 4.2
O 1.5504 -2.4266 -4.0271 0.1 0.2 -3.8
N 2.0576 -3.5396 -2.2193 2.1 -3.5 0.4
N 1.2835 -1.5220 -1.9834 -0.5 1.6 -1.3
H 2.4971 -4.3088 -2.7043 -0.1 0.0 0.0
H 1.8421 -3.6453 -1.2382 -0.2 -0.1 0.3
H 1.1913 -1.6934 -0.9923 0.4 -0.5 0.9
H 0.5890 -0.8683 -2.3157 0.0 0.8 -0.4
C -2.4023 3.8552 -0.9974 1.5 4.9 -0.2
O -2.4898 5.0870 -0.8877 -1.4 -0.6 0.5
N -1.3561 3.3793 -1.5731 3.8 -0.7 -2.4
N -3.1823 2.9246 -0.6113 -4.6 -2.3 2.2
H -1.2319 2.3866 -1.7117 0.8 0.3 -0.3
H -0.7923 4.1493 -1.9040 0.7 -0.8 -0.3
H -4.0703 3.2945 -0.3034 -0.2 -0.9 0.1
H -2.9583 1.9579 -0.7993 -0.7 0.3 0.3
C 2.1320 -2.0088 1.7089 1.0 0.7 -0.6
O 1.4842 -1.9483 0.6765 -1.3 -0.3 -1.6
N 2.3064 -3.0554 2.4651 -1.5 -4.4 0.5
N 2.9141 -1.0690 2.1202 1.9 3.5 1.7
H 1.8717 -3.8785 2.0732 -0.1 -0.2 0.7
H 2.8572 -3.1305 3.3084 -0.2 0.1 -0.4
H 3.2899 -1.2522 3.0396 0.2 0.9 -0.2
H 2.9517 -0.1368 1.7333 -0.2 -0.2 0.2
C -1.5259 -3.2950 0.0842 -2.0 -0.4 -1.4
O -0.6291 -3.9392 0.4932 3.3 -2.3 1.8
N -1.6595 -1.9998 0.1674 0.7 3.1 0.6
N -2.5431 -3.8123 -0.6127 -2.0 -1.2 -1.4
H -0.8987 -1.5459 0.6525 -0.4 0.6 -0.2
H -2.4615 -1.5627 -0.2635 0.6 0.5 0.6
H -2.7918 -4.7842 -0.4958 0.1 0.3 -0.1
H -3.2562 -3.1505 -0.8840 -0.3 -0.8 0.0
C -3.9200 0.4327 2.9780 0.4 -0.1 -0.3
O -2.9477 0.3949 2.2572 1.9 -1.5 -1.4
N -4.3049 -0.4272 3.8654 0.7 -3.1 1.8
N -4.7655 1.3952 2.8475 -2.7 4.1 -0.9
H -5.1460 -0.2881 4.4069 0.3 -0.5 -0.2
H -3.7461 -1.2684 3.8502 -0.4 -0.1 0.9
H -5.1786 1.7762 3.6867 -0.3 0.3 -0.5
H -4.5384 1.9711 2.0495 -0.2 0.6 0.6
C 2.3500 1.7882 -3.6880 -2.2 -1.6 0.1
O 1.5857 1.3717 -4.5506 0.5 -0.2 -2.0
N 3.6394 1.9747 -3.7295 2.2 0.1 -2.4
N 1.8946 1.8769 -2.4922 -2.6 0.8 5.4
H 4.0802 2.5097 -2.9949 0.3 0.0 -0.8
H 3.8183 1.9409 -4.7229 1.7 0.7 0.1
H 0.9249 1.6370 -2.3427 0.1 0.2 -0.1
H 2.3817 2.2861 -1.7077 0.1 0.0 -0.1
C -0.6880 -0.7158 5.1992 1.1 -1.7 2.4
O -0.5469 -1.1974 6.3213 -0.4 0.1 -0.1
N -0.9471 0.5140 4.9004 -1.3 4.8 -0.3
N -0.4816 -1.4104 4.0891 0.4 -2.3 -1.7
H -1.0532 1.2489 5.5851 0.1 -0.5 0.1
H -0.8221 0.8243 3.9474 0.1 0.2 0.3
H -0.7034 -0.9761 3.2046 0.1 -0.6 0.0
H -0.3686 -2.4022 4.2427 -0.1 0.2 -0.6
```
Positions in Å, forces in eV/Å.

Computed properties:
Orbital gap (spin up / spin down), eV: 8.6 / 2.9
Relative energy (zero: lowest compared OMol25 entry of this formula, charge and spin), kJ/mol: 102.93
2S+1: 2
Charge: +1

Löwdin analysis output, partial charges in e: -0.105, -0.164, 0.090, 0.057, 0.050, -0.025, -0.772, -0.009, 0.203, 0.204, 0.098, 0.132, 0.109, 0.134, -0.816, 0.047, 0.187, 0.155, 0.138, 0.124, 0.107, 0.075, -0.581, 0.354, 0.294, 0.262, 0.160, 0.141, 0.057, 0.091, -0.808, 0.021, 0.161, 0.188, 0.041, 0.138, 0.130, 0.103, -0.738, -0.018, 0.190, 0.202, 0.121, 0.131, 0.127, 0.101, -0.804, 0.060, 0.189, 0.155, 0.087, 0.112, 0.117, 0.096, -0.769, 0.018, 0.206, 0.178, 0.131, 0.129, 0.128, 0.114, -0.794, 0.020, 0.184, 0.178, 0.122, 0.125, 0.065, 0.100, -0.771, 0.015, 0.183, 0.162, 0.130, 0.062, 0.071, 0.113

***

[2]
C16H23AsBF4N2O2PdS | ωB97M-V with the def2-TZVPD basis set

Geometry as XYZ:
```
51
Properties=species:S:1:pos:R:3:forces:R:3
Pd 0.0957 0.2825 -0.2869 -0.1 0.3 -0.2
C -0.3399 1.4227 4.0192 -0.1 -0.1 0.0
S -0.4419 1.5396 2.2148 0.3 0.3 0.5
O 0.4127 2.7440 1.9231 -0.1 -0.2 0.0
C 0.5500 0.0850 1.8416 -0.2 0.2 -0.2
C 1.8364 0.2617 1.2916 -0.1 -0.2 0.3
C 2.6865 -0.8529 1.2076 0.0 0.0 -0.1
C 2.2585 -2.1006 1.6055 -0.1 -0.1 0.0
C 0.9567 -2.2755 2.1004 0.1 0.0 0.0
C 0.0992 -1.2050 2.2069 0.0 0.1 0.0
H 0.7164 1.3872 4.2896 -0.1 0.0 0.0
H -0.8673 0.5231 4.3472 0.1 0.1 0.0
H -0.8179 2.3142 4.4273 0.0 -0.1 0.0
H 2.2022 1.2626 1.1284 0.0 0.2 0.0
H 3.6889 -0.7267 0.8152 0.0 0.0 0.0
H 2.9179 -2.9556 1.5116 0.0 0.0 0.0
H 0.6112 -3.2631 2.3815 0.0 0.0 0.0
H -0.9131 -1.3424 2.5711 0.0 0.0 -0.1
N -0.0368 -4.3730 -0.5832 -0.2 0.2 0.0
C 1.0833 -3.9639 -1.2195 0.1 0.0 0.0
O 2.0332 -4.7109 -1.4325 -0.2 0.1 0.1
C 1.1136 -2.5369 -1.6764 -0.2 -0.1 -0.1
C 2.3415 -1.9717 -1.9736 0.2 -0.1 0.1
C 2.3908 -0.6508 -2.3696 0.0 0.1 -0.1
C 1.1956 0.0453 -2.5348 0.0 -0.4 -0.2
N -0.0201 -0.5159 -2.3793 0.1 -0.2 0.1
C -0.0392 -1.7704 -1.8685 0.2 0.1 -0.2
H -0.0434 -5.3187 -0.2460 0.0 0.0 0.0
H -0.7448 -3.7376 -0.2257 0.1 0.0 0.0
H 3.2332 -2.5764 -1.8649 0.0 0.0 0.0
H 3.3323 -0.1563 -2.5707 0.0 0.0 0.0
H 1.1953 1.0423 -2.9520 0.0 0.2 0.1
H -1.0249 -2.2009 -1.7587 -0.1 0.0 0.2
F -4.2016 -1.9644 -0.2023 0.2 0.0 0.3
B -3.1448 -1.7404 0.6897 0.1 0.0 0.0
F -2.3433 -2.9307 0.7900 0.0 0.2 -0.1
F -3.6078 -1.4021 1.9758 0.1 -0.1 -0.3
F -2.3141 -0.6915 0.2032 -0.3 -0.3 0.1
C 0.3909 3.9952 -1.4497 0.1 0.0 0.1
As -0.8750 2.5855 -0.9660 -0.1 -0.1 0.0
C -1.9503 2.5842 -2.6036 0.0 -0.1 0.0
C -2.0917 3.6996 0.0861 0.0 0.0 0.0
H -0.1312 4.8988 -1.7675 0.0 0.0 0.0
H 1.0437 3.6515 -2.2522 0.0 0.0 0.0
H 0.9952 4.2089 -0.5674 0.0 0.0 0.0
H -2.2639 3.5947 -2.8697 0.0 0.0 0.0
H -2.8282 1.9615 -2.4255 0.0 0.0 0.0
H -1.3883 2.1419 -3.4271 0.0 0.0 0.0
H -2.4320 4.5435 -0.5161 0.0 0.0 0.0
H -1.5692 4.0583 0.9711 0.0 0.0 0.0
H -2.9503 3.1007 0.3911 0.0 0.0 0.0
```
Positions in Å, forces in eV/Å.

Computed properties:
Orbital gap, eV: 6.9
Relative energy (zero: lowest compared OMol25 entry of this formula, charge and spin), kJ/mol: 57.48
Charge: -1

Löwdin analysis output, partial charges in e: 0.387, -0.241, 0.836, -0.583, -0.518, -0.152, -0.105, -0.104, -0.092, -0.088, 0.058, 0.050, 0.044, 0.093, 0.103, 0.103, 0.105, 0.108, 0.192, -0.513, 0.016, -0.149, -0.046, -0.080, -0.214, -0.016, -0.099, 0.109, 0.074, 0.118, 0.099, 0.085, 0.117, 0.098, -1.223, 0.049, 0.086, 0.039, -0.312, 1.062, -0.317, -0.318, 0.018, 0.008, 0.015, 0.014, 0.024, 0.009, 0.018, 0.004, 0.026

***

[3]
C2H9NS | ωB97M-V with the def2-TZVPD basis set

Geometry as XYZ:
```
13
Properties=species:S:1:pos:R:3:forces:R:3
C -1.1916 -1.5470 0.4937 -0.2 0.1 -0.2
N -0.8698 -0.4400 -0.4369 -0.4 -1.8 -1.2
C -0.0840 -0.9453 -1.6063 0.9 0.1 0.8
H -1.5696 -1.1364 1.4326 0.1 0.0 -0.1
H -1.9359 -2.2764 0.1118 0.5 0.4 0.0
H -0.2421 -2.0503 0.6796 -0.2 -0.2 0.2
H -1.7114 -0.0900 -0.8711 -0.4 0.5 0.5
H 0.8946 -1.2150 -1.1690 -0.2 0.0 -0.5
H 0.0717 -0.1019 -2.2816 0.0 -0.2 0.0
H -0.4666 -1.8239 -2.1709 -0.2 0.6 0.6
S 1.1300 1.4822 0.8372 -0.6 -0.9 -0.1
H 0.0567 0.4571 0.3425 0.9 1.5 0.0
H 0.5645 2.5557 0.2649 -0.1 -0.2 0.0
```
Positions in Å, forces in eV/Å.

Computed properties:
Orbital gap, eV: 9.1
Relative energy (zero: lowest compared OMol25 entry of this formula, charge and spin), kJ/mol: 89.17
Charge: 0

Löwdin analysis output, partial charges in e: -0.111, -0.244, -0.118, 0.081, 0.088, 0.082, 0.113, 0.079, 0.081, 0.089, 0.280, -0.139, -0.280

***

[4]
C14H28BN2O28S5 | ωB97M-V with the def2-TZVPD basis set

Geometry as XYZ:
```
78
Properties=species:S:1:pos:R:3:forces:R:3
N -2.3680 -0.3953 -6.1072 -0.1 -0.4 0.2
H -2.1162 -1.3597 -5.9444 0.4 -0.4 0.5
H -3.3090 -0.4186 -6.4732 -0.4 0.4 -0.6
H -1.6676 0.0069 -6.7136 0.1 0.3 -0.6
H -2.3673 0.1235 -5.2406 0.1 0.1 0.6
N 1.2427 -4.0538 -4.8887 -1.8 -0.4 -0.6
H 0.4882 -4.7251 -4.8756 -0.2 -0.8 0.5
H 1.1704 -3.7214 -5.8397 1.3 0.3 -0.4
H 2.0951 -4.4432 -4.5119 0.6 0.2 -0.4
H 0.8778 -3.3225 -4.2954 0.2 0.5 0.4
O 0.0428 -1.1462 -4.3942 -0.9 -1.3 3.0
C -0.0974 -1.3512 -3.1549 0.9 2.5 -2.5
O 0.0558 -0.4192 -2.2508 0.0 0.1 -0.9
B -0.1842 -0.9236 -0.8882 -0.7 0.4 0.6
O -0.3461 -2.3795 -1.1324 -0.3 -0.7 -0.9
C -0.4009 -2.6402 -2.4274 -0.3 -2.9 0.5
O -0.5989 -3.7465 -2.9627 0.4 2.8 1.2
O -1.4539 -0.3282 -0.3046 1.2 0.1 0.2
C -1.1220 0.2211 0.8718 -2.0 1.4 3.3
O -1.8494 0.8284 1.6977 2.3 -2.2 -3.5
C 0.3820 -0.0655 1.1378 2.0 3.3 5.0
O 0.8913 -0.5772 0.0518 0.0 -1.2 -1.2
O 1.0199 0.3335 2.1727 -2.9 -2.3 -4.8
C -2.6665 -0.5802 4.8907 0.6 1.3 1.1
C -1.1672 -0.1561 4.9911 -1.1 -0.5 -0.7
O -0.5635 -1.3463 5.5062 -0.5 -1.1 0.2
S -1.5035 -1.8596 6.7619 0.7 -1.1 -0.9
O -1.1088 -1.0144 7.8409 -1.0 -0.2 0.0
O -1.4435 -3.3120 6.9360 -0.4 3.1 -0.9
O -2.9322 -1.3612 6.0450 1.5 -1.6 1.4
H -2.7867 -1.1435 3.9653 -0.3 -0.1 0.2
H -3.3713 0.2430 5.0080 0.1 0.1 -0.7
H -0.8501 0.6650 5.6341 -0.6 0.2 -0.1
H -0.9375 0.0154 3.9395 1.0 0.0 0.3
C 2.7983 2.0437 -1.7815 -2.3 -1.4 -1.2
C 4.2149 1.6587 -1.9802 -0.5 -1.7 0.4
O 4.8660 2.8107 -2.3028 0.7 2.7 -0.4
S 4.2657 4.0458 -1.3912 1.7 -0.1 0.4
O 4.3043 5.2218 -2.2192 -0.9 -1.5 0.9
O 4.9685 4.0728 -0.1159 -1.9 -0.4 -2.0
O 2.7627 3.2917 -1.2949 2.0 5.2 2.7
H 2.2415 1.3904 -1.1098 0.2 -0.3 0.0
H 2.2034 2.2448 -2.6725 0.2 -1.5 -0.9
H 4.2173 0.9581 -2.8152 0.8 -0.2 0.3
H 4.6170 1.3209 -1.0250 0.1 -0.8 -0.2
C -0.3088 4.1680 1.7992 -0.2 -0.6 -0.4
C 0.2014 3.3988 3.0085 1.8 -0.4 0.2
O 0.7460 4.4047 3.8738 -0.2 1.7 0.2
S 1.4685 5.5446 2.9133 1.2 -1.0 1.6
O 2.7151 4.9814 2.3972 -2.4 1.0 0.5
O 1.4764 6.7979 3.6291 -0.3 -1.8 -1.4
O 0.3016 5.4708 1.8247 -0.1 0.2 -0.2
H -1.3961 4.1891 1.8729 0.0 1.0 0.1
H -0.1224 3.6936 0.8357 0.5 0.0 0.1
H 1.1138 2.8079 2.9276 -0.5 -0.7 -1.2
H -0.5796 2.7680 3.4328 0.1 0.5 0.5
C -4.8873 0.6703 0.0895 1.0 0.8 -0.2
C -4.7020 -0.7879 -0.1899 -0.4 -0.7 0.0
O -5.2609 -1.3673 0.9889 -1.3 -0.6 1.1
S -6.4740 -0.4427 1.5765 -2.4 0.7 0.3
O -6.0483 0.0208 2.8652 -0.1 -0.6 -0.9
O -7.8713 -0.9059 1.4272 4.0 0.6 -0.2
O -6.2435 0.7469 0.4820 -1.0 -0.7 0.3
H -4.6706 1.3248 -0.7548 -0.4 0.0 0.0
H -4.3115 1.0247 0.9445 0.5 -0.3 -0.1
H -3.6996 -1.1991 -0.3087 0.0 0.4 0.2
H -5.3468 -1.1513 -0.9900 0.2 0.4 -0.5
C 3.2200 -3.4298 -0.2321 -1.0 0.7 -1.1
C 3.9798 -2.1315 -0.0389 -1.3 -1.2 2.2
O 4.1385 -1.6322 -1.3407 -0.1 0.2 -2.2
S 4.1293 -2.8140 -2.4931 3.5 -0.1 0.7
O 5.4827 -2.8631 -3.0963 -4.0 -0.1 1.7
O 3.0018 -2.7993 -3.4129 0.6 0.6 1.2
O 3.8581 -3.9496 -1.3946 1.3 -1.3 -1.9
H 2.2286 -3.2192 -0.6331 -0.5 0.2 0.8
H 3.1330 -4.1825 0.5515 0.6 0.2 -0.1
H 4.8813 -2.3416 0.5367 0.5 0.4 -0.7
H 3.3326 -1.5018 0.5716 0.2 0.6 -0.3
```
Positions in Å, forces in eV/Å.

Computed properties:
Orbital gap, eV: 7.2
Relative energy (zero: lowest compared OMol25 entry of this formula, charge and spin), kJ/mol: 39.48
Charge: +1

Löwdin analysis output, partial charges in e: 0.348, 0.138, 0.160, 0.160, 0.151, 0.312, 0.141, 0.155, 0.137, 0.051, 0.052, -0.343, 0.258, -0.816, 0.253, -0.343, 0.099, 0.192, -0.295, 0.112, -0.305, 0.219, 0.108, -0.169, -0.173, -0.212, 0.718, -0.226, -0.244, -0.201, 0.125, 0.138, 0.133, 0.088, -0.269, -0.238, -0.166, 0.755, -0.217, -0.220, -0.177, 0.126, 0.139, 0.141, 0.140, -0.156, -0.186, -0.204, 0.694, -0.243, -0.217, -0.189, 0.129, 0.121, 0.113, 0.122, -0.205, -0.170, -0.203, 0.708, -0.229, -0.241, -0.189, 0.138, 0.116, 0.118, 0.131, -0.133, -0.167, -0.179, 0.743, -0.219, -0.280, -0.203, 0.111, 0.157, 0.148, 0.131